Density functional theory data (wB97M-V/def2-TZVPD) for 4 unconnected molecules or ions with the total composition C74H57Br2F10NO12S at a distorted geometry.

Last column: Mulliken charge in e.
Geometry (Å):
C (1.9326, -6.2417, -3.2822)  -1.01
C (0.7671, -6.3548, -4.3220)  -1.29
C (-0.1289, -5.1535, -4.1994)  -0.07
C (-1.2410, -5.1186, -3.3459)  0.35
C (-1.5535, -6.3532, -2.5235)  -1.58
C (-1.2805, -6.1625, -1.0373)  -0.13
O (-2.1330, -7.0876, -0.3509)  -0.59
C (-2.0491, -3.9611, -3.2436)  1.14
C (-3.2758, -4.0459, -2.3431)  -1.76
C (-3.3426, -3.0679, -1.1436)  -0.64
C (-4.1398, -3.6661, 0.0143)  -0.82
N (-5.5934, -3.6268, -0.2476)  -0.64
C (-1.7385, -2.7941, -3.9735)  0.39
C (-2.6400, -1.5809, -3.8682)  0.31
C (-2.2466, -0.5424, -2.8049)  -1.53
F (-2.8824, -0.9634, -5.0721)  -0.42
C (-0.5994, -2.8238, -4.7911)  0.60
C (0.1603, -3.9876, -4.9213)  0.35
C (1.3056, -3.9245, -5.8794)  -0.94
O (1.5596, -4.7650, -6.6992)  -0.58
C (2.1128, -2.6762, -5.7748)  -0.01
C (3.5009, -2.7567, -5.8380)  0.43
C (4.2473, -4.0537, -6.0179)  -0.61
O (5.5520, -3.9216, -5.4944)  -0.31
C (5.9859, -5.0838, -4.8115)  -0.75
C (4.2168, -1.5743, -5.7359)  -0.49
C (3.5868, -0.3463, -5.5292)  0.60
C (4.5106, 0.8744, -5.4322)  -1.30
Br (6.2232, 0.4378, -4.6286)  0.04
C (4.6597, 1.5703, -6.8205)  0.25
C (4.9868, 3.0489, -6.6159)  -1.21
Br (6.0707, 0.7713, -7.9011)  -0.14
C (2.1711, -0.2923, -5.4607)  0.94
S (1.3482, 1.2377, -5.1633)  1.53
O (0.0620, 1.3058, -5.7796)  -0.69
O (2.1627, 2.3775, -5.4849)  -0.63
C (0.9527, 1.1995, -3.3316)  0.43
F (-0.2092, 1.8454, -3.2326)  -0.31
F (0.7077, -0.0920, -3.0339)  -0.31
C (1.9378, 1.8250, -2.2873)  0.78
F (3.0001, 2.4393, -2.8185)  -0.21
F (1.2504, 2.7582, -1.6061)  -0.12
C (2.4539, 0.8454, -1.1764)  0.32
F (1.4370, 0.2752, -0.5333)  -0.26
F (3.0801, 1.6408, -0.2822)  -0.31
C (3.5227, -0.1924, -1.5863)  0.64
F (4.6503, 0.3930, -1.9278)  -0.20
F (3.1126, -0.9831, -2.5739)  -0.01
F (3.7551, -0.9552, -0.5163)  -0.27
C (1.4278, -1.4796, -5.6119)  0.19
C (-0.0961, -1.6798, -5.6588)  -1.26
O (-0.7630, -1.1191, -6.4645)  -0.48
H (1.7992, -6.9030, -2.4322)  0.48
H (2.8651, -6.5215, -3.7715)  0.35
H (2.0673, -5.2073, -2.9733)  0.21
H (0.2602, -7.2904, -4.1290)  0.62
H (1.2253, -6.4380, -5.2937)  0.48
H (-1.0882, -7.2575, -2.8846)  0.30
H (-2.6234, -6.5306, -2.5910)  0.55
H (-1.5473, -5.1536, -0.7258)  0.18
H (-0.2448, -6.3951, -0.7849)  0.29
H (-2.2292, -6.8166, 0.5656)  0.34
H (-4.1366, -3.8249, -2.9783)  0.70
H (-3.4488, -5.0359, -1.9512)  0.63
H (-2.3720, -2.6965, -0.8240)  0.44
H (-3.9273, -2.2099, -1.4618)  0.38
H (-3.8413, -4.6938, 0.2169)  0.21
H (-3.9494, -3.0195, 0.8724)  0.43
H (-5.7961, -3.0372, -1.0452)  0.24
H (-6.0718, -3.1956, 0.5304)  0.28
H (-3.6122, -1.9597, -3.5556)  0.64
H (-1.3548, -0.8401, -2.2687)  0.20
H (-3.0431, -0.4027, -2.0849)  0.38
H (-2.1318, 0.4059, -3.3238)  0.49
H (4.2638, -4.3498, -7.0671)  0.26
H (3.7187, -4.8309, -5.4626)  0.17
H (5.5189, -5.1948, -3.8293)  0.22
H (7.0575, -4.9828, -4.6671)  0.32
H (5.7923, -5.9782, -5.4061)  0.38
H (5.2861, -1.6558, -5.8214)  0.71
H (4.0980, 1.6293, -4.7827)  0.28
H (3.7110, 1.4985, -7.3349)  0.55
H (5.5961, 3.1977, -5.7259)  0.27
H (5.5348, 3.4511, -7.4615)  0.48
H (4.0722, 3.6224, -6.5049)  0.27
O (7.3669, -3.9355, 3.3432)  -0.67
C (6.8380, -4.3317, 2.3263)  0.53
C (6.0586, -5.6033, 2.3141)  0.18
C (5.9234, -6.3262, 3.4922)  -0.59
C (5.1736, -7.4901, 3.5068)  -0.48
C (4.5537, -7.9372, 2.3446)  -0.55
C (4.6975, -7.2288, 1.1639)  -0.51
C (5.4538, -6.0635, 1.1420)  0.20
C (5.6126, -5.3235, -0.1399)  0.40
O (5.1301, -5.7500, -1.1708)  -0.63
C (6.3726, -4.0440, -0.1230)  0.23
C (6.5019, -3.3209, -1.2996)  -0.47
C (7.1766, -2.1140, -1.3014)  -0.56
C (7.7279, -1.6184, -0.1247)  -0.64
C (7.6147, -2.3428, 1.0514)  -0.76
C (6.9413, -3.5590, 1.0568)  0.44
H (6.4031, -5.9723, 4.3942)  0.48
H (5.0667, -8.0500, 4.4266)  0.40
H (3.9593, -8.8412, 2.3614)  0.42
H (4.2223, -7.5752, 0.2565)  0.49
H (6.0684, -3.7019, -2.2134)  0.53
H (7.2645, -1.5616, -2.2269)  0.55
H (8.2460, -0.6685, -0.1263)  0.43
H (8.0439, -1.9656, 1.9693)  0.48
O (-3.8999, 2.7907, 2.4578)  -0.67
C (-2.9735, 3.5471, 2.6634)  0.40
C (-2.0596, 3.9571, 1.5613)  0.30
C (-2.2907, 3.4811, 0.2762)  -0.83
C (-1.4719, 3.8790, -0.7657)  -0.35
C (-0.4176, 4.7566, -0.5314)  -0.49
C (-0.1743, 5.2233, 0.7483)  -0.78
C (-0.9894, 4.8216, 1.8003)  0.35
C (-0.7009, 5.3190, 3.1743)  0.52
O (0.2587, 6.0281, 3.3929)  -0.66
C (-1.6279, 4.9265, 4.2739)  0.15
C (-1.3991, 5.4075, 5.5571)  -0.54
C (-2.2671, 5.0780, 6.5844)  -0.54
C (-3.3694, 4.2651, 6.3333)  -0.43
C (-3.5940, 3.7727, 5.0591)  -0.50
C (-2.7234, 4.0969, 4.0260)  0.26
H (-3.1140, 2.8031, 0.0973)  0.53
H (-1.6551, 3.5092, -1.7656)  0.56
H (0.2132, 5.0750, -1.3496)  0.42
H (0.6462, 5.9019, 0.9367)  0.48
H (-0.5440, 6.0420, 5.7454)  0.47
H (-2.0896, 5.4581, 7.5823)  0.39
H (-4.0528, 4.0160, 7.1350)  0.47
H (-4.4474, 3.1390, 4.8607)  0.50
O (-8.5545, 10.6220, 7.8283)  -0.66
C (-8.0273, 9.6126, 8.2459)  0.65
C (-8.4465, 9.0103, 9.5434)  0.14
C (-9.4705, 9.6070, 10.2677)  -0.56
C (-9.8965, 9.0406, 11.4569)  -0.47
C (-9.3024, 7.8743, 11.9280)  -0.48
C (-8.2710, 7.2839, 11.2180)  -0.52
C (-7.8354, 7.8513, 10.0272)  0.16
C (-6.7129, 7.2127, 9.2848)  0.50
O (-6.1464, 6.2355, 9.7300)  -0.66
C (-6.3084, 7.8024, 7.9785)  -0.19
C (-5.2882, 7.2020, 7.2533)  -0.25
C (-4.9177, 7.7158, 6.0225)  -0.05
C (-5.5671, 8.8345, 5.5103)  -0.71
C (-6.5766, 9.4454, 6.2352)  -0.58
C (-6.9485, 8.9357, 7.4730)  0.22
H (-9.9325, 10.5106, 9.8949)  0.47
H (-10.6969, 9.5047, 12.0179)  0.40
H (-9.6447, 7.4275, 12.8521)  0.40
H (-7.8024, 6.3803, 11.5826)  0.47
H (-4.7863, 6.3312, 7.6489)  0.45
H (-4.1236, 7.2419, 5.4586)  0.37
H (-5.2824, 9.2302, 4.5443)  0.41
H (-7.0815, 10.3171, 5.8424)  0.47

Cartesian forces, eV/Å:
0.032 -0.028 -0.828
0.832 0.025 0.953
-0.605 0.275 -0.497
0.600 -0.166 -0.110
-0.664 0.621 0.177
-0.408 -0.591 0.228
-0.034 -0.031 -0.065
0.128 -0.435 0.283
-0.050 0.912 -0.296
-0.565 -0.521 -0.317
-0.333 0.955 0.026
0.099 -0.155 -0.158
0.260 -0.226 -0.363
-0.809 -0.443 1.116
-0.077 0.005 -0.527
0.142 0.109 -0.215
0.231 0.185 0.082
-0.035 -0.339 0.211
-0.555 0.593 0.345
0.288 -0.560 -0.349
0.081 -0.222 -0.053
0.100 0.539 -0.327
-0.159 -0.022 0.636
0.003 0.097 -0.064
0.184 0.000 -0.104
-0.601 -0.150 -0.111
0.590 -0.032 0.155
-0.589 -0.231 -0.728
0.093 0.236 0.153
0.557 0.607 0.950
0.129 0.068 -0.105
-0.389 -0.245 -0.264
0.456 -0.278 -0.171
-0.728 1.407 -1.601
-0.151 -0.907 0.569
0.733 -0.381 0.761
-0.193 -0.002 -0.148
0.002 0.291 -0.036
0.262 -0.152 0.083
-0.191 -0.172 0.840
0.110 -0.254 -0.455
-0.025 0.017 -0.052
0.493 0.785 0.036
-0.288 -0.343 -0.259
0.125 0.109 0.037
-0.230 -0.638 0.650
0.151 0.282 -0.200
-0.027 -0.003 -0.239
0.024 -0.124 0.062
0.062 0.027 0.413
0.358 -0.336 0.472
-0.317 0.345 -0.686
-0.070 0.157 0.235
0.106 -0.176 0.115
-0.059 0.015 0.319
-0.258 -0.019 -0.193
-0.255 0.143 -0.311
0.211 -0.014 -0.054
-0.083 -0.232 -0.063
0.277 0.206 -0.044
0.170 0.306 -0.052
0.101 -0.016 0.041
-0.139 -0.167 -0.019
0.155 -0.217 -0.112
0.186 -0.204 0.031
0.195 0.384 0.072
0.148 -0.044 0.136
0.266 -0.331 0.299
0.009 -0.053 -0.065
-0.075 -0.129 0.077
-0.111 -0.140 -0.171
0.164 0.183 0.029
-0.140 -0.015 0.098
0.355 0.043 0.062
0.022 -0.015 -0.121
-0.093 -0.123 -0.093
-0.197 0.025 -0.015
0.098 -0.010 -0.010
0.035 -0.107 -0.014
0.106 0.246 0.115
-0.018 0.010 0.151
0.032 -0.357 -0.322
0.113 -0.051 0.020
0.001 0.029 -0.105
-0.157 -0.015 0.112
-0.020 -0.014 -0.025
0.104 0.077 0.185
-0.025 0.013 -0.122
-0.048 -0.102 0.099
-0.017 0.002 -0.050
0.030 0.029 0.028
-0.064 -0.123 0.050
0.047 0.078 0.068
-0.094 -0.077 -0.192
-0.007 0.019 0.018
0.015 -0.042 0.136
0.000 0.109 -0.147
0.024 0.035 -0.009
-0.046 -0.079 0.005
0.036 0.117 -0.069
-0.064 -0.037 -0.054
0.030 0.092 -0.048
-0.001 -0.001 0.002
0.007 -0.008 0.000
0.055 0.071 -0.060
-0.053 -0.053 0.034
0.018 0.072 -0.009
0.007 -0.002 0.000
-0.020 -0.096 0.054
0.025 0.012 0.011
-0.162 -0.141 -0.050
0.069 0.068 0.077
0.018 -0.025 -0.140
0.012 0.052 0.018
-0.138 0.049 0.071
0.055 0.007 -0.136
-0.096 -0.060 0.027
0.183 0.131 0.027
-0.033 -0.010 -0.001
-0.067 -0.062 -0.071
-0.020 0.055 0.154
-0.061 -0.051 -0.037
0.076 0.028 0.014
-0.080 -0.006 0.132
0.076 0.078 -0.024
-0.040 0.019 0.099
-0.001 0.004 -0.011
0.002 0.010 -0.007
-0.014 -0.008 0.108
0.027 0.001 -0.105
-0.004 -0.005 0.005
0.009 -0.017 0.006
0.036 -0.021 -0.100
0.011 -0.026 0.010
-0.092 0.186 -0.072
0.080 -0.089 -0.010
-0.106 0.022 0.103
0.030 -0.043 0.002
-0.004 0.045 -0.032
-0.075 -0.022 0.130
-0.021 0.078 -0.082
0.104 -0.183 0.088
-0.020 0.019 -0.021
-0.085 0.071 0.031
0.121 -0.008 -0.169
-0.022 0.035 -0.029
0.012 -0.035 0.048
0.076 0.018 -0.133
0.011 -0.084 0.059
0.054 -0.007 -0.093
-0.002 0.000 0.001
0.004 0.005 0.006
0.077 0.006 -0.076
-0.082 -0.001 0.112
0.000 -0.012 0.006
0.004 0.004 0.000
-0.054 0.016 0.096

Results
maximum force = 2.25 eV/A
electronic energy = -10356.610535 Ha
HOMO = -9.47 eV
Kohn-Sham gap = 8.26 eV
lowest unoccupied orbital energy = -1.20 eV